C6H16NO2P | ωB97M-V/def2-TZVPD

XYZ file:
```
26
Properties=species:S:1:pos:R:3:forces:R:3
H 1.087 0.783 3.249 0.34 0.29 -0.54
C -2.741 -1.192 0.856 0.50 0.69 -0.56
H 1.589 -0.965 0.585 2.09 1.97 -1.05
C -1.853 -0.216 -1.465 -1.47 -1.77 1.74
H -0.992 1.468 0.378 -0.06 -1.60 0.60
H 0.767 1.835 1.710 0.78 -0.07 0.94
H -3.154 -2.106 0.521 -0.39 -1.03 -0.31
H 3.905 0.130 -2.685 -0.64 0.25 0.30
H -0.913 0.213 -1.795 -0.37 0.18 -0.60
H -2.678 0.509 -1.284 0.72 -0.01 -0.61
N -0.215 0.104 1.798 -0.99 -0.88 0.01
P 1.713 0.242 -1.298 2.36 -1.07 -0.36
H -0.268 1.816 3.064 -1.10 0.07 0.42
H -0.824 -1.631 -0.035 -0.70 1.23 0.19
C 0.377 1.168 2.510 1.30 1.14 -0.48
C -1.540 -0.744 0.037 0.11 -0.67 -2.45
H 3.342 1.773 -2.329 0.22 1.03 -0.35
O 1.604 -1.128 -2.244 0.43 -0.05 0.39
H 2.471 -1.600 -2.271 -0.91 0.46 0.01
C 3.445 0.798 -1.928 -0.51 -1.33 1.10
H -2.289 -1.031 -2.158 1.03 1.23 1.11
H -2.397 -1.244 1.855 0.24 -0.60 1.17
C -0.896 0.377 0.777 0.55 1.04 -0.46
O 2.340 -0.383 0.136 -2.59 -1.57 0.40
H 4.109 0.761 -1.048 -0.25 0.39 -0.33
H -3.513 -0.455 0.880 -0.68 0.70 -0.28
```
Positions in Å, forces in eV/Å.

* ΔE to the lowest compared entry with this formula, charge and spin: 55.5 kJ/mol
* LUMO level: 0.0319 Eh
* HOMO: -9.25 eV
* electronic energy: -21354.9562 eV
* SMILES string: C/N=C/C(C)C.CP(O)O
* HOMO-LUMO gap: 0.372 Eh

---

C4H10N2S | ωB97M-V/def2-TZVPD

XYZ file:
```
17
Properties=species:S:1:pos:R:3:forces:R:3
H 2.524 0.911 0.997 -1.70 0.47 0.26
N 0.376 -0.989 -0.649 2.73 -2.73 0.53
H -1.567 1.556 0.521 0.22 -0.75 -0.05
S -0.738 -1.539 0.580 -0.79 1.05 -1.20
H -2.512 -1.031 -1.123 0.64 0.53 1.29
N 2.778 -0.746 -0.623 -2.55 1.00 0.17
H -2.967 -0.527 0.643 1.43 -0.50 -1.59
C 1.461 0.483 0.986 2.01 2.68 0.86
H 1.385 0.149 2.008 -0.51 -0.82 0.08
H -2.513 1.530 -0.943 1.20 -1.14 0.40
H 0.667 1.213 0.790 0.42 0.01 0.19
H 0.644 -1.863 -1.201 -0.34 1.76 0.55
H -0.724 0.886 -1.006 -1.68 0.67 0.90
C -1.694 0.944 -0.387 -0.15 -0.19 -1.61
H 3.380 0.032 -0.332 0.36 -0.85 0.14
C -2.115 -0.563 -0.165 -1.82 1.21 1.41
C 1.615 -0.448 -0.097 0.54 -2.39 -2.33
```
Positions in Å, forces in eV/Å.

* ΔE to the lowest compared entry with this formula, charge and spin: 142.2 kJ/mol
* LUMO level: 0.0311 Eh
* HOMO: -9.08 eV
* electronic energy: -18124.1112 eV
* SMILES string: [H]/N=C(\C)NSCC
* HOMO-LUMO gap: 0.365 Eh

---

C4H12 | ωB97M-V/def2-TZVPD

XYZ file:
```
16
Properties=species:S:1:pos:R:3:forces:R:3
H 1.569 2.918 0.327 1.86 -2.23 -0.69
H -3.543 -0.968 -0.469 2.47 -1.28 -0.22
H -0.914 -0.163 -0.276 -1.05 -0.85 0.02
H 2.319 -0.107 -0.862 -1.46 2.06 0.80
C 1.661 0.673 -0.256 -0.03 -0.56 -0.57
H -0.633 -1.852 -0.624 0.04 -0.24 0.35
H 0.637 0.893 -0.673 1.54 -0.10 -0.72
C 2.357 2.022 0.112 -2.44 1.14 -1.20
H -0.968 -1.217 1.061 1.24 -0.54 0.49
C -2.676 -1.579 0.098 -4.14 1.32 -0.48
H 3.081 2.077 0.866 0.65 -0.65 1.76
H -2.787 -2.689 -0.228 -0.36 1.91 1.40
C -1.220 -1.203 0.022 0.23 1.74 -0.43
H 1.291 0.068 0.548 0.43 -0.15 1.22
H 2.989 2.265 -0.732 -0.32 0.61 -0.63
H -3.164 -1.137 1.086 1.34 -2.19 -1.11
```
Positions in Å, forces in eV/Å.

* ΔE to the lowest compared entry with this formula, charge and spin: 194.2 kJ/mol
* LUMO level: 0.0395 Eh
* HOMO: -10.60 eV
* electronic energy: -4340.5153 eV
* SMILES string: CC.CC
* HOMO-LUMO gap: 0.429 Eh

---

C24H19BBrF4N2PS2V | ωB97M-V/def2-TZVPD

XYZ file:
```
55
Properties=species:S:1:pos:R:3:forces:R:3
P -0.176 1.725 0.134 -0.03 -0.17 0.01
C 3.060 -2.363 -3.974 -0.05 -0.01 0.03
C 3.737 -2.328 -2.766 -0.05 0.00 0.09
C -3.070 4.442 0.957 0.03 -0.04 -0.02
F -2.328 -1.617 -1.938 -0.04 -0.10 0.02
H -3.133 5.412 1.433 0.01 0.00 0.00
C 1.092 2.976 0.187 0.26 0.03 0.04
Br 4.032 -2.341 -5.581 0.07 0.01 -0.09
C 2.580 4.391 1.431 -0.01 -0.01 0.00
V -0.677 -1.208 0.065 -0.41 0.94 -0.02
H 3.702 5.803 0.276 -0.01 0.00 -0.01
H -5.170 4.327 0.559 0.00 -0.01 -0.01
H 1.158 -2.444 -4.968 0.02 0.01 -0.01
H 1.350 2.880 2.326 -0.01 -0.01 -0.01
F -2.653 -1.574 0.304 0.22 0.15 -0.05
C 0.951 -2.428 -2.837 -0.04 -0.01 -0.18
H 1.881 -4.127 0.213 0.03 0.01 0.08
H 4.816 -2.275 -2.747 0.00 0.00 0.00
H -1.955 -3.257 4.678 0.01 0.00 0.00
H -5.021 2.126 -0.561 0.01 -0.01 0.00
C 2.425 4.609 -0.965 -0.02 -0.03 0.03
C 0.333 -3.429 1.667 0.24 0.21 -0.52
C -1.386 -2.404 2.802 0.07 -0.03 -0.11
H 1.067 3.273 -1.947 -0.01 -0.01 0.01
N -0.589 -2.452 1.738 -0.01 -0.58 0.51
S 0.022 0.382 1.668 -0.24 0.07 -0.06
F -1.806 -3.432 -0.705 -0.09 0.03 0.01
C 0.498 -4.382 2.641 -0.01 -0.16 0.24
C -1.756 2.567 0.213 -0.15 0.12 0.04
C 2.967 5.009 0.249 0.00 0.00 0.01
C -4.213 3.831 0.464 0.00 0.00 0.00
H -0.131 -2.472 -2.857 0.02 0.00 0.01
N 0.867 -2.447 -0.405 0.63 -0.36 -0.55
H -0.241 -5.064 4.544 0.00 0.01 0.00
C 1.486 3.590 -1.000 -0.01 0.04 -0.03
F -4.053 -2.922 -1.052 0.04 0.07 0.05
H 3.011 4.701 2.373 0.00 0.00 0.00
C -1.839 3.814 0.832 -0.05 0.01 0.00
C 1.635 -2.412 -1.635 -0.40 0.07 0.51
B -2.804 -2.474 -0.943 0.08 -0.07 -0.14
H -2.120 -1.610 2.814 -0.02 0.00 0.03
C -4.131 2.594 -0.162 0.00 0.02 0.01
C 3.014 -2.353 -1.580 0.20 0.03 -0.10
C 1.673 -2.413 -4.019 -0.04 0.00 0.04
C 1.644 3.369 1.405 0.03 0.01 -0.03
C -2.907 1.959 -0.289 -0.01 -0.04 -0.03
H 3.526 -2.295 -0.628 -0.01 -0.01 -0.01
C -0.335 -4.329 3.756 0.09 -0.05 -0.08
H -2.854 1.007 -0.804 0.04 0.01 0.02
C -1.284 -3.330 3.834 -0.08 0.09 0.01
H 2.734 5.088 -1.884 0.00 -0.01 0.00
H -0.951 4.304 1.208 0.02 -0.01 0.00
S -0.056 0.523 -1.486 -0.14 -0.06 -0.10
H 1.251 -5.149 2.532 -0.01 0.01 0.01
C 1.127 -3.374 0.430 -0.18 -0.18 0.36
```
Positions in Å, forces in eV/Å.

* 2S+1: 3
* ΔE to the lowest compared entry with this formula, charge and spin: 0.0 kJ/mol
* LUMO level (alpha / beta): -0.1596 / -0.1650 Eh
* HOMO (alpha / beta): -11.61 / -11.61 eV
* electronic energy: -166416.9220 eV
* net charge: +1
* HOMO-LUMO gap (alpha / beta): 0.267 / 0.262 Eh

---

C36H42Cl5N6 | ωB97M-V/def2-TZVPD

XYZ file:
```
89
Properties=species:S:1:pos:R:3:forces:R:3
H -4.808 -2.635 5.215 -0.18 -0.31 -0.30
H 2.280 -0.800 -3.837 0.07 -0.31 -0.11
N 1.889 -3.110 -0.583 0.69 -0.09 0.05
H -4.179 1.210 3.881 -0.59 0.53 0.22
C -2.435 -3.100 4.152 1.37 -1.13 -0.82
H -0.787 -0.459 6.082 0.51 -0.42 0.01
N 3.177 0.838 -4.730 0.99 -0.19 0.60
H -4.743 -1.967 7.650 -2.20 1.64 0.07
C -0.736 -0.404 5.003 0.42 1.43 0.36
C 2.047 2.844 -5.330 0.71 -0.35 -0.63
C 4.235 6.000 -8.437 -0.65 0.60 0.38
C -5.498 0.399 5.428 0.57 1.67 -0.05
C -2.805 -3.390 1.394 0.59 0.83 1.00
H -2.573 -1.745 6.517 0.02 1.31 -1.37
C -4.311 0.605 4.766 0.29 -1.26 -0.37
H 3.046 -3.894 -2.173 -0.13 0.04 0.00
H 2.122 7.827 -6.756 -0.15 -0.22 0.69
Cl 1.175 -3.223 -4.374 0.14 0.58 0.43
H 1.819 0.899 1.712 0.23 0.01 0.10
H 1.043 -1.793 -1.872 -0.37 0.33 0.10
H 4.344 8.986 -8.163 0.07 0.01 -0.16
Cl 2.324 -3.247 3.989 -0.60 0.55 -0.26
H 1.725 -0.899 1.634 0.12 0.24 -0.32
H -2.779 0.118 2.378 0.04 0.02 -0.19
H 4.580 3.959 -8.359 0.36 -0.06 0.40
C 0.476 -0.298 4.321 -0.28 -0.76 0.40
H 5.154 0.537 -5.287 -0.04 -0.11 -0.05
C -3.850 -3.480 2.313 0.80 -0.14 -1.85
C 3.116 -3.124 -1.409 0.79 0.10 0.23
H -4.847 -3.654 1.940 -0.16 -0.05 0.40
C 2.628 5.711 -6.294 -0.72 0.11 1.39
H 1.229 1.227 -4.164 -0.02 -0.32 -0.19
H -2.877 -3.506 0.321 -0.67 0.07 0.05
C 1.779 -0.022 2.286 -0.45 -1.05 -0.77
H 2.654 -0.254 2.887 -0.30 0.43 0.51
C 3.327 4.575 -6.700 -0.13 1.05 0.00
H 4.876 6.171 -9.289 -0.06 -0.03 -0.06
H -7.475 0.283 7.015 0.09 0.05 -0.03
C 4.299 1.194 -5.378 -0.83 0.85 -0.11
H 3.977 -3.261 -0.756 -0.05 -0.27 -0.01
C -3.210 -0.202 5.120 -0.69 0.12 -0.33
H 1.118 3.385 -5.429 -0.03 0.04 0.38
H -4.658 -4.424 5.086 0.15 0.26 0.47
Cl -3.384 -0.680 -1.056 0.39 -0.07 0.69
N 0.487 -0.064 3.009 0.20 0.54 0.08
Cl 6.146 -1.936 -2.530 -0.46 0.44 -0.14
Cl -3.424 -2.755 7.702 5.76 -10.95 6.62
H -2.259 -3.157 5.223 -0.57 -0.06 -0.16
C -1.921 -0.115 4.354 -0.26 -0.97 0.17
N -3.628 -3.383 3.623 -1.56 0.82 0.82
C -0.255 -2.316 -0.127 -0.29 1.84 -0.27
H 3.655 -0.177 -2.896 0.46 0.35 -0.24
H -5.702 -3.659 3.981 0.06 0.56 -0.17
H 0.592 -4.821 1.938 -0.21 0.10 0.09
C 2.074 1.583 -4.736 -0.32 0.99 0.23
C 2.692 6.926 -6.926 0.56 -0.15 -1.48
C -6.859 -0.599 7.182 -0.40 0.43 -0.34
C 0.583 -4.091 1.141 1.92 0.03 0.79
H -6.307 1.097 5.266 -0.39 -0.40 -0.15
N -5.577 -0.435 6.491 -0.29 0.52 -0.95
H -1.071 -1.625 -0.290 -0.24 0.23 -0.64
C 3.286 -0.371 -3.903 -1.29 -1.02 -0.08
H -7.373 -1.441 6.720 -0.04 -0.15 0.38
H 2.613 -4.600 0.735 0.26 0.13 -0.42
C -1.358 -3.006 3.293 0.55 -0.21 -0.09
C -1.874 0.025 2.967 -0.11 0.96 -0.41
H -0.347 -2.988 3.711 0.00 0.25 -0.07
C -0.380 -3.126 0.982 0.36 -0.65 -0.33
H 2.632 8.772 -8.709 0.20 0.42 -0.07
H 3.307 -2.167 -1.882 -0.36 -0.03 -0.03
H 1.449 -0.480 4.757 -0.11 -0.06 0.21
C 1.787 -3.973 0.438 -1.37 -0.21 0.01
H 3.910 -1.091 -4.425 0.16 -0.04 0.31
C -4.787 -3.487 4.545 0.10 -1.33 -0.35
C -4.564 -1.245 6.864 -3.85 4.82 -2.20
H 2.028 5.664 -5.393 -0.13 -0.03 -0.09
C 0.893 -2.263 -0.908 -0.54 -1.59 0.34
C -1.531 -3.084 1.907 -0.84 -1.09 0.00
H -0.579 0.252 1.245 -0.05 0.07 -0.03
H -6.712 -0.703 8.253 0.12 -0.30 -0.10
N 3.489 7.044 -8.012 0.96 -0.01 0.10
C 3.639 8.361 -8.702 -0.96 -0.95 0.12
C 4.136 4.786 -7.817 0.00 -1.24 -0.68
C 3.217 3.295 -5.960 0.21 -0.94 -0.86
H 5.245 2.649 -6.507 -0.15 0.32 -0.13
C -0.660 0.126 2.315 -0.25 -0.67 0.55
H 3.910 8.115 -9.724 0.28 0.42 0.01
C -3.390 -1.136 6.131 2.12 3.08 -1.69
C 4.301 2.405 -6.038 0.62 0.04 0.39
```
Positions in Å, forces in eV/Å.

* ΔE to the lowest compared entry with this formula, charge and spin: 0.0 kJ/mol
* LUMO level: -0.2053 Eh
* HOMO: -8.26 eV
* electronic energy: -109550.7880 eV
* net charge: +1
* HOMO-LUMO gap: 0.098 Eh

---

C31H51IN15 | ωB97M-V/def2-TZVPD

XYZ file:
```
98
Properties=species:S:1:pos:R:3:forces:R:3
H -6.252 5.084 0.064 -0.10 0.02 0.06
H -5.978 0.926 4.682 0.11 -0.05 0.09
H 3.941 0.925 1.476 0.13 0.02 -0.06
C 0.977 -0.937 1.373 0.53 0.25 -0.10
N -2.690 2.644 -5.878 -0.05 0.05 0.07
H -2.938 -1.279 2.176 -0.51 0.36 0.17
C 4.513 -3.178 1.253 0.43 0.46 0.44
N -7.023 6.738 2.643 -0.01 0.00 0.08
C -0.222 1.889 -5.567 0.36 -0.12 0.07
C -6.438 6.359 1.732 -0.02 -0.01 -0.03
H 6.368 -3.631 5.337 -0.06 0.04 0.00
N 5.238 -2.720 -1.740 -0.06 0.02 -0.09
H 3.602 -0.334 0.306 -0.14 -0.09 -0.18
H 1.513 -3.352 -1.734 0.03 0.01 -0.03
N 3.325 -3.943 4.569 -0.06 0.08 -0.15
C -0.813 2.012 2.789 -0.08 -0.60 0.32
N -0.066 -1.555 -3.764 -0.14 0.26 -0.09
C -5.702 5.872 0.576 0.20 -0.13 -0.31
H 6.786 -5.450 -2.015 0.00 0.05 0.05
N -4.438 5.640 -2.743 -0.04 -0.01 0.04
H -3.046 -0.847 0.499 0.58 -0.09 -0.49
H 1.803 0.644 2.608 0.02 0.09 0.06
H -4.681 0.008 -4.557 -0.04 0.02 0.09
H 0.325 -1.218 2.202 -0.21 -0.14 -0.08
H -0.824 2.812 0.729 -0.13 0.04 0.05
H 0.031 1.847 3.448 0.09 0.54 0.15
H 5.472 -3.647 1.468 -0.04 -0.11 -0.05
C -4.287 5.876 -5.329 0.03 0.00 -0.30
H 3.249 5.616 -0.549 0.07 -0.03 0.00
C -4.535 -0.537 4.226 -0.13 0.06 0.02
I -1.938 3.703 3.418 0.25 0.21 -0.07
N 2.747 -4.935 0.537 -0.18 -0.08 -0.12
H 2.613 5.555 1.096 0.04 -0.03 0.04
H 1.477 -6.522 4.145 0.11 -0.04 0.08
C 5.613 -3.716 -2.167 0.01 0.02 -0.02
H 0.969 -7.738 2.975 0.09 -0.14 0.03
H -5.519 6.664 -0.147 -0.04 0.07 0.06
H -3.458 -1.254 -4.699 0.02 -0.08 0.15
H 2.080 -6.461 2.494 0.11 -0.03 -0.03
H -0.109 -4.037 -1.816 -0.07 0.06 -0.05
C -5.619 0.346 3.833 -0.32 0.29 -0.06
C -1.913 3.660 -1.703 -0.07 0.10 -0.04
N -3.668 -1.228 4.523 0.20 -0.08 -0.20
N -1.071 4.312 -1.273 0.15 -0.09 0.09
H -3.999 4.926 -5.778 0.01 -0.03 0.08
C 6.091 -4.979 -2.706 0.09 -0.23 -0.11
H 2.687 1.200 0.323 0.04 -0.06 -0.23
H -5.249 6.178 -5.739 -0.03 0.01 0.07
H 1.076 -4.426 -3.061 -0.01 0.06 -0.09
H -0.252 -0.935 -0.404 -0.25 0.04 0.00
C 4.434 -4.185 4.732 -0.02 -0.06 0.08
C 0.209 -0.216 0.269 -0.67 -0.32 -0.20
C 2.163 -0.150 1.952 0.04 -0.40 -0.10
C -0.377 2.011 1.312 0.01 0.07 0.08
C -4.370 5.746 -3.884 -0.02 0.04 0.01
C -3.753 -0.513 -2.748 0.07 -0.06 -0.01
C 5.836 -4.501 4.958 0.25 -0.06 0.04
H 2.061 4.390 -0.112 0.01 -0.03 -0.01
H 0.853 0.402 -0.345 0.07 0.03 -0.06
N 4.872 3.355 0.920 -0.07 -0.06 0.04
N -2.630 -0.690 1.411 0.13 -0.88 0.30
H 0.701 2.110 1.218 0.08 -0.10 0.01
C -2.978 2.837 -2.245 -0.24 -0.34 -0.08
H 6.311 -4.822 4.032 -0.06 -0.01 -0.03
H 0.226 1.614 -6.520 -0.08 0.02 -0.06
C 0.275 -2.481 -3.180 -0.02 -0.04 0.04
H 0.379 2.682 -5.125 -0.08 0.07 0.00
H 1.346 -1.876 0.958 0.06 -0.05 -0.06
H 5.929 -5.307 5.683 -0.08 -0.02 0.00
H 5.259 -5.660 -2.874 -0.05 0.04 0.03
H -2.974 0.421 -4.461 0.03 0.03 0.11
H -4.737 5.465 0.874 0.02 0.04 0.08
C -1.740 0.230 1.681 0.07 0.52 0.06
H -5.280 1.047 3.070 0.11 -0.03 0.01
H 4.198 -2.648 2.152 -0.14 -0.18 0.04
N -0.834 0.702 0.813 -0.14 0.65 -0.02
H 6.603 -4.819 -3.653 -0.01 0.07 0.00
N -3.773 -0.638 -1.608 0.15 -0.03 0.26
C 3.533 -4.164 0.857 -0.07 0.02 -0.01
C 2.925 4.948 0.247 -0.19 0.11 -0.04
C 1.810 -7.133 3.307 -0.37 0.26 -0.09
H 4.677 -2.451 0.465 -0.06 -0.06 -0.18
N -1.699 0.846 2.940 0.47 -0.69 -1.00
H -6.464 -0.211 3.434 0.08 -0.14 0.01
H -2.756 2.555 -3.273 0.06 0.09 -0.01
H -3.921 3.377 -2.247 0.06 0.14 0.07
C -3.714 -0.328 -4.187 -0.09 -0.02 -0.36
H -3.546 6.626 -5.601 0.01 0.02 0.07
C 2.943 -7.960 3.686 0.02 0.03 -0.03
H -1.306 0.142 3.565 -0.53 0.21 0.61
H -0.183 1.018 -4.911 -0.07 -0.02 -0.02
N 3.852 -8.598 3.973 0.07 0.00 0.04
C -1.595 2.325 -5.750 0.02 -0.01 -0.06
H 2.716 -0.841 2.589 -0.07 0.02 0.22
C 4.005 4.049 0.630 0.07 0.09 -0.05
H -3.099 1.926 -1.660 0.11 0.02 0.08
C 3.141 0.422 0.937 -0.01 0.33 0.42
C 0.708 -3.634 -2.413 0.19 -0.27 0.28
```
Positions in Å, forces in eV/Å.

* LUMO level: -0.1045 Eh
* HOMO: -12.26 eV
* electronic energy: -63417.8987 eV
* net charge: +1
* HOMO-LUMO gap: 0.346 Eh